1.
Density functional theory data (ωB97M-V/def2-TZVPD) for 2 unconnected molecules or ions with the total composition C4H7BO2 in a non-equilibrium geometry.

Each line ends with the natural charge from an NBO analysis.
CARTESIAN COORDINATES (ANGSTROEM)
B: 0.443 0.180 0.735  0.90
C: 1.735 -0.415 1.248  0.02
C: -0.921 0.034 -1.761  0.34
C: -0.858 0.815 1.215  -1.12
C: 0.284 -0.684 -1.486  -0.61
O: 2.900 -0.108 1.325  -0.48
O: -2.036 -0.283 -1.377  -0.59
H: 1.430 -1.446 1.616  0.14
H: -0.776 0.982 -2.320  0.11
H: -1.732 0.402 0.698  0.30
H: -0.853 1.880 0.970  0.29
H: -1.022 0.740 2.289  0.26
H: 1.207 -0.375 -1.944  0.22
H: 0.200 -1.722 -1.208  0.22

Output
DFT total energy	-9029.4803	eV
multiplicity	1
maximum force	3.05	eV Å⁻¹
gap between HOMO and LUMO	8.60	eV
HOMO level	-9.234	eV
LUMO level	-0.635	eV

---

2.
Density functional theory data (ωB97M-V/def2-TZVPD) for a molecular structure, C4H7BaO3 in a non-equilibrium geometry.

Each line ends with the Löwdin spin population.
CARTESIAN COORDINATES (ANGSTROEM)
H: -1.368 -2.154 0.281  0.01
Ba: 2.313 0.518 4.722  0.00
O: 0.288 0.100 2.887  0.04
C: -0.082 -0.324 1.797  0.09
O: -1.327 -0.600 1.604  0.07
C: -1.737 -1.130 0.365  0.33
H: -0.587 -0.628 -0.790  -0.03
H: -2.783 -0.898 0.180  0.02
O: 1.471 -0.906 -1.772  0.18
C: 0.746 -0.042 -1.311  0.22
C: 0.627 1.274 -2.006  0.06
H: 0.617 -0.061 0.488  0.01
H: 0.258 1.159 -3.030  0.00
H: -0.046 1.919 -1.420  0.00
H: 1.609 1.771 -1.996  0.00

Output
⟨S²⟩	0.787
DFT total energy	-11076.1812	eV
total charge	+2
multiplicity	2
maximum force	4.32	eV Å⁻¹
gap between HOMO and LUMO (spin up / spin down)	4.98 / 6.83	eV
HOMO level (spin up / spin down)	-13.848 / -15.703	eV
LUMO level (spin up / spin down)	-8.865 / -8.870	eV

---

3.
Density functional theory data (ωB97M-V/def2-TZVPD) for 2 unconnected molecules or ions with the total composition C4H7Br in a non-equilibrium geometry.

Each line ends with the natural charge from an NBO analysis.
CARTESIAN COORDINATES (ANGSTROEM)
C: -1.194 0.807 1.514  -0.21
C: 0.024 -0.821 -0.875  0.05
C: 0.160 -1.299 0.439  -0.70
C: 0.848 0.254 -1.479  -0.75
Br: -2.914 1.506 1.538  0.19
H: -0.498 1.561 1.292  0.13
H: -0.565 -0.374 0.954  0.25
H: -0.249 -2.252 0.764  0.23
H: 1.155 -1.083 0.984  0.16
H: 1.626 -0.147 -2.019  0.25
H: 1.319 1.007 -0.794  0.17
H: 0.290 0.840 -2.317  0.22

Output
DFT total energy	-74295.4603	eV
multiplicity	1
maximum force	3.62	eV Å⁻¹
gap between HOMO and LUMO (spin up / spin down)	5.03 / 5.01	eV
HOMO level (spin up / spin down)	-7.056 / -7.052	eV
LUMO level (spin up / spin down)	-2.025 / -2.044	eV

---

4.
Density functional theory data (ωB97M-V/def2-TZVPD) for a molecular structure, C4H7Br3ClIN.

Each line ends with the natural charge from an NBO analysis.
CARTESIAN COORDINATES (ANGSTROEM)
C: 0.088 0.485 0.018  -0.65
C: -1.148 1.266 0.430  -0.28
I: -1.362 3.024 -0.771  -0.01
C: -2.428 0.414 0.366  -0.29
N: -3.646 1.140 0.537  -0.76
Cl: -4.712 0.767 -0.838  -0.13
H: 0.064 0.274 -1.053  0.21
H: 0.084 -0.467 0.555  0.20
H: 1.012 1.016 0.247  0.20
H: -1.018 1.637 1.447  0.20
H: -2.389 -0.169 -0.564  0.17
H: -2.271 -0.311 1.201  0.14
C: 3.621 -1.910 -0.357  -0.50
Br: 1.998 -2.742 0.237  0.11
Br: 3.311 -0.736 -1.844  0.10
Br: 4.511 -0.996 1.085  0.08
H: 4.284 -2.693 -0.694  0.22

Output
DFT total energy	-236500.9081	eV
total charge	-1
multiplicity	1
maximum force	0.46	eV Å⁻¹
gap between HOMO and LUMO	3.87	eV
HOMO level	-2.069	eV
LUMO level	1.800	eV

---

5.
Density functional theory data (ωB97M-V/def2-TZVPD) for 2 unconnected molecules or ions with the total composition C4H7BrClN in a non-equilibrium geometry.

Each line ends with the Löwdin spin population.
CARTESIAN COORDINATES (ANGSTROEM)
C: -0.842 -1.093 0.293  0.10
C: -2.236 -0.919 0.953  0.06
C: 1.504 1.749 -0.647  0.08
C: 1.607 0.318 -0.683  0.65
N: -0.074 -0.124 0.456  0.81
Cl: -0.790 -2.472 -0.752  0.08
Br: 2.960 -0.585 0.265  0.13
H: -2.329 -0.070 1.548  0.00
H: -2.388 -1.904 1.618  0.01
H: -3.131 -0.946 0.217  0.01
H: 0.482 2.061 -1.016  0.00
H: 2.337 2.348 -1.044  0.03
H: 1.526 1.843 0.476  0.01
H: 1.373 -0.205 -1.683  0.02

Output
⟨S²⟩	2.015
DFT total energy	-88311.0404	eV
multiplicity	3
maximum force	5.82	eV Å⁻¹
gap between HOMO and LUMO (spin up / spin down)	6.98 / 8.13	eV
HOMO level (spin up / spin down)	-6.287 / -10.155	eV
LUMO level (spin up / spin down)	0.693 / -2.027	eV

---

6.
Density functional theory data (ωB97M-V/def2-TZVPD) for a molecular structure, C4H7BrCuO2Si2 in a non-equilibrium geometry.

Each line ends with the natural charge from an NBO analysis.
CARTESIAN COORDINATES (ANGSTROEM)
C: -0.370 -0.561 -3.191  -0.46
C: 0.014 -0.547 -2.048  -0.29
Si: 0.488 -0.267 -0.236  1.65
C: -0.566 -1.357 0.894  -0.99
C: -1.780 -0.555 1.270  0.52
O: -2.499 -0.094 0.464  -0.50
Br: -2.073 -0.308 3.163  0.01
O: 0.164 1.306 0.071  -1.22
Si: 1.164 2.072 1.208  1.18
H: -0.895 -0.368 -4.085  0.29
H: 1.914 -0.553 -0.044  -0.17
H: 0.021 -1.598 1.767  0.28
H: -0.888 -2.240 0.375  0.28
H: 2.365 2.556 0.505  -0.18
H: 1.595 1.065 2.205  -0.19
H: 0.378 3.138 1.830  -0.15
Cu: 1.068 -1.816 -4.212  0.94

Output
DFT total energy	-138786.0826	eV
total charge	+1
multiplicity	1
maximum force	1.20	eV Å⁻¹
gap between HOMO and LUMO	6.93	eV
HOMO level	-13.105	eV
LUMO level	-6.175	eV

---

7.
Density functional theory data (ωB97M-V/def2-TZVPD) for 2 unconnected molecules or ions with the total composition C4H7BrF2 in a non-equilibrium geometry.

Each line ends with the Löwdin spin population.
CARTESIAN COORDINATES (ANGSTROEM)
C: -2.002 -1.209 0.576  0.08
C: -0.270 -0.593 -1.133  0.79
C: 2.210 1.320 0.255  0.00
C: -1.107 -0.196 -0.206  0.75
F: 2.489 2.596 0.352  0.00
F: 2.779 0.820 -0.873  0.00
Br: -1.596 1.575 0.367  0.22
H: -2.392 -0.807 1.463  0.00
H: -1.295 -2.054 0.904  0.02
H: -2.762 -1.707 -0.042  0.03
H: 2.619 0.866 1.186  0.00
H: -0.423 -1.616 -1.461  0.05
H: 0.547 -0.024 -1.525  0.05
H: 1.203 1.027 0.136  0.00

Output
⟨S²⟩	2.006
DFT total energy	-79733.3303	eV
multiplicity	3
maximum force	12.02	eV Å⁻¹
gap between HOMO and LUMO (spin up / spin down)	6.55 / 7.95	eV
HOMO level (spin up / spin down)	-5.811 / -10.583	eV
LUMO level (spin up / spin down)	0.742 / -2.635	eV

---

8.
Density functional theory data (ωB97M-V/def2-TZVPD) for 2 unconnected molecules or ions with the total composition C4H7BrN2S in a non-equilibrium geometry.

Each line ends with the natural charge from an NBO analysis.
CARTESIAN COORDINATES (ANGSTROEM)
C: -1.560 -0.886 0.618  -0.42
C: -0.229 1.196 0.762  -0.07
C: 1.811 -1.627 -1.257  -0.58
C: 0.241 2.436 0.932  -0.36
N: -0.804 -0.665 1.782  -0.08
N: -0.168 0.361 1.800  -0.15
S: -1.269 0.532 -0.520  0.17
Br: 0.977 -3.144 -0.263  -0.08
H: -1.530 -1.820 0.135  0.25
H: -2.551 -0.914 1.002  0.23
H: 2.858 -1.590 -0.920  0.22
H: 1.249 -0.858 -0.804  0.22
H: 1.618 -1.801 -2.261  0.22
H: 0.956 2.540 1.663  0.21
H: -0.187 3.295 0.395  0.22

Output
DFT total energy	-88116.6123	eV
multiplicity	1
maximum force	3.95	eV Å⁻¹
gap between HOMO and LUMO	8.66	eV
HOMO level	-8.712	eV
LUMO level	-0.050	eV

---

9.
Density functional theory data (ωB97M-V/def2-TZVPD) for a gas-phase ion, C4H7BrN3O (charge +1) in a non-equilibrium geometry.

Each line ends with the natural charge from an NBO analysis.
CARTESIAN COORDINATES (ANGSTROEM)
C: -0.315 -0.925 0.432  -0.07
C: -0.689 -2.005 -0.700  0.07
C: 0.696 -2.931 0.938  0.77
C: -0.625 0.431 0.313  -0.25
N: 0.378 -1.712 1.405  -0.59
N: -0.238 -3.160 -0.219  -0.60
N: 0.263 1.295 -0.734  -0.70
O: 1.376 -3.795 1.428  -0.54
Br: -1.924 -1.783 -1.939  0.24
H: -0.580 0.999 1.204  0.24
H: -1.647 0.676 -0.214  0.23
H: 0.553 -1.276 2.309  0.45
H: -0.588 -4.111 -0.521  0.46
H: -0.167 2.164 -0.679  0.42
H: 0.223 0.979 -1.729  0.44
H: 1.234 1.370 -0.569  0.43

Output
DFT total energy	-80813.1469	eV
total charge	+1
multiplicity	1
maximum force	7.89	eV Å⁻¹
gap between HOMO and LUMO (spin up / spin down)	7.67 / 7.67	eV
HOMO level (spin up / spin down)	-11.531 / -11.530	eV
LUMO level (spin up / spin down)	-3.864 / -3.864	eV

---

10.
Density functional theory data (ωB97M-V/def2-TZVPD) for C4H7BrN4O in the gas phase in a non-equilibrium geometry.

Each line ends with the natural charge from an NBO analysis.
CARTESIAN COORDINATES (ANGSTROEM)
C: -1.026 -2.368 0.270  0.12
C: -0.677 -1.971 1.717  -0.26
C: 0.395 -0.673 -0.590  0.19
C: 0.433 1.717 -0.711  -0.41
N: -0.581 -1.745 -0.679  -0.37
N: 0.899 -1.325 1.684  -0.25
N: 1.302 -0.808 0.627  0.29
N: -0.240 0.564 -0.380  -0.61
O: 2.321 -0.119 0.621  -0.45
Br: -1.685 -0.598 2.569  0.10
H: -1.826 -3.053 0.161  0.19
H: -0.273 -2.776 2.331  0.26
H: 1.054 -0.697 -1.458  0.22
H: 1.147 1.587 -1.590  0.22
H: -0.332 2.454 -0.663  0.21
H: 1.123 2.088 0.151  0.17
H: -0.670 0.539 0.515  0.38

Output
DFT total energy	-82306.7287	eV
multiplicity	1
maximum force	5.34	eV Å⁻¹
gap between HOMO and LUMO	9.02	eV
HOMO level	-9.055	eV
LUMO level	-0.037	eV

---

11.
Density functional theory data (ωB97M-V/def2-TZVPD) for 3 unconnected molecules or ions with the total composition C4H7BrO in a non-equilibrium geometry.

Each line ends with the natural charge from an NBO analysis.
CARTESIAN COORDINATES (ANGSTROEM)
C: 1.922 2.076 -0.030  -0.28
C: 1.866 0.744 0.604  0.30
C: -1.096 -2.367 0.156  -0.39
C: -0.685 -1.273 0.731  -0.40
O: 1.404 1.687 1.285  -0.40
Br: -1.764 1.427 -2.145  -0.19
H: 2.782 2.603 -0.035  0.19
H: 1.095 2.270 -0.667  0.20
H: -1.905 -2.906 0.604  0.18
H: -0.774 -2.787 -0.824  0.20
H: -2.129 0.248 -1.681  0.19
H: 0.226 -0.871 0.293  0.20
H: -0.942 -0.851 1.708  0.21

Output
DFT total energy	-76346.2612	eV
multiplicity	1
maximum force	3.44	eV Å⁻¹
gap between HOMO and LUMO	10.46	eV
HOMO level	-9.628	eV
LUMO level	0.829	eV

---

12.
Density functional theory data (ωB97M-V/def2-TZVPD) for 2 unconnected molecules or ions with the total composition C4H7Cl2NS in a non-equilibrium geometry.

Each line ends with the natural charge from an NBO analysis.
CARTESIAN COORDINATES (ANGSTROEM)
C: 0.586 -0.319 0.471  -0.07
C: -0.220 0.761 0.226  -0.32
C: 1.881 -0.596 -0.165  -0.66
C: -1.592 0.846 0.740  -0.20
N: -3.926 0.854 -1.236  -0.99
S: -3.139 -0.500 -1.054  0.69
Cl: -2.462 2.222 0.530  0.22
Cl: -3.831 -1.483 0.881  -0.43
H: 0.130 -1.222 1.082  0.21
H: 0.131 1.647 -0.463  0.22
H: 2.675 -0.500 0.623  0.24
H: 1.837 -1.566 -0.702  0.24
H: 1.999 0.235 -0.872  0.22
H: -1.815 -0.030 1.514  0.28
H: -4.568 0.915 -1.974  0.37

Output
DFT total energy	-41627.7582	eV
multiplicity	1
maximum force	3.52	eV Å⁻¹
gap between HOMO and LUMO (spin up / spin down)	6.44 / 7.13	eV
HOMO level (spin up / spin down)	-7.898 / -8.241	eV
LUMO level (spin up / spin down)	-1.457 / -1.111	eV

---

13.
Density functional theory data (ωB97M-V/def2-TZVPD) for C4H7ClFN in the gas phase in a non-equilibrium geometry.

Each line ends with the natural charge from an NBO analysis.
CARTESIAN COORDINATES (ANGSTROEM)
C: 0.137 0.316 -1.666  0.04
C: 0.880 -0.246 -0.516  -0.13
C: 0.433 -0.635 0.845  -0.10
C: -0.888 -0.146 1.363  -0.34
H: 0.904 0.892 -2.223  0.18
H: -0.634 1.064 -1.405  0.17
H: 1.481 -1.053 -0.795  0.21
H: 0.701 1.425 0.578  0.36
H: 0.839 -1.463 1.357  0.22
H: -1.039 0.849 0.791  0.20
H: -0.890 0.023 2.529  0.24
N: 1.214 0.592 0.647  -0.55
F: -0.654 -0.537 -2.492  -0.36
Cl: -2.483 -1.080 0.988  -0.12

Output
DFT total energy	-20989.0479	eV
multiplicity	1
maximum force	4.29	eV Å⁻¹
gap between HOMO and LUMO	10.78	eV
HOMO level	-9.839	eV
LUMO level	0.938	eV

---

14.
Density functional theory data (ωB97M-V/def2-TZVPD) for C4H7ClN2 in the gas phase in a non-equilibrium geometry.

Each line ends with the natural charge from an NBO analysis.
CARTESIAN COORDINATES (ANGSTROEM)
C: 1.743 -2.308 -1.611  -0.69
C: 0.637 -1.308 -1.050  0.48
C: 0.574 0.634 0.576  -0.04
C: -0.696 1.027 0.319  -0.28
H: 2.157 -2.805 -0.787  0.23
H: 1.168 -3.075 -2.163  0.23
H: 2.689 -1.810 -2.051  0.22
H: -0.933 -2.057 -2.052  0.37
H: 2.314 -0.138 -0.560  0.40
H: 1.119 0.989 1.428  0.20
H: -1.340 0.407 -0.397  0.28
N: -0.598 -1.417 -1.286  -0.73
N: 1.264 -0.335 -0.154  -0.64
Cl: -1.493 1.911 1.603  -0.04

Output
DFT total energy	-19762.3152	eV
multiplicity	1
maximum force	4.13	eV Å⁻¹
gap between HOMO and LUMO	9.11	eV
HOMO level	-8.449	eV
LUMO level	0.660	eV

---

15.
Density functional theory data (ωB97M-V/def2-TZVPD) for C4H7ClN2 in the gas phase in a non-equilibrium geometry.

Each line ends with the natural charge from an NBO analysis.
CARTESIAN COORDINATES (ANGSTROEM)
C: -2.478 1.274 0.095  0.37
C: -0.255 -0.414 1.179  -0.66
C: 0.248 0.607 -1.090  -0.65
C: -0.536 -0.400 -0.298  0.06
N: -2.742 2.336 0.448  -0.35
N: -2.193 0.135 -0.470  -0.50
Cl: -3.287 -1.185 -0.189  0.14
H: -0.352 0.588 1.593  0.23
H: -0.948 -1.074 1.700  0.23
H: 0.761 -0.762 1.360  0.23
H: 0.100 1.606 -0.686  0.23
H: -0.059 0.605 -2.132  0.23
H: 1.310 0.367 -1.037  0.23
H: -0.583 -1.385 -0.752  0.21

Output
DFT total energy	-19762.0142	eV
multiplicity	1
maximum force	4.26	eV Å⁻¹
gap between HOMO and LUMO	9.87	eV
HOMO level	-9.566	eV
LUMO level	0.300	eV